No. 1
Molecular formula: C26H27FN2O5
Method: DFT, ωB97M-V with the def2-TZVPD basis set

Summary:
**Calculated total energy**: -1592.52922 Ha
**Structure (SMILES)**: COc1cccc([C@H](C(=O)NC2CCCC2)N(C(=O)c2ccco2)c2ccccc2F)c1OC

Last column: Löwdin charge in e.
Positions of all 61 atoms, in Å:
H (0.894, 1.397, 1.153)  0.11
C (0.734, -0.211, -1.024)  -0.10
O (-1.431, -0.122, -2.619)  0.10
C (-2.883, -1.244, -1.171)  -0.17
F (-2.131, 0.571, 1.294)  0.08
C (3.666, -1.296, 1.140)  -0.19
O (-3.043, -2.134, -0.163)  0.05
H (5.134, -2.521, 3.089)  0.10
H (0.312, -3.794, 2.628)  0.11
C (0.711, 1.240, -1.556)  -0.45
C (-0.974, -2.216, 3.284)  -0.07
H (-2.246, -0.511, 3.637)  0.12
H (-2.736, 3.003, 0.085)  0.10
C (-0.726, -1.229, 0.690)  -0.18
H (-1.423, 3.866, -3.480)  0.11
H (-3.132, 4.869, -2.274)  0.10
C (-1.051, 4.250, -0.440)  -0.14
C (1.730, -0.270, 0.106)  -0.10
H (-1.830, 2.257, -2.901)  0.10
N (-0.243, 2.029, -1.033)  0.11
C (-0.530, 3.347, -1.561)  -0.28
C (-0.076, -2.400, 1.062)  0.01
C (-1.636, -1.052, 2.932)  0.00
O (4.594, -2.299, 1.097)  -0.10
C (-0.198, -2.884, 2.352)  -0.06
C (5.576, -2.354, 2.102)  -0.08
H (-4.249, -0.390, -2.638)  0.12
H (0.522, -2.918, 0.330)  0.13
C (3.588, -0.363, 2.164)  -0.01
H (6.209, -3.203, 1.845)  0.10
C (-1.588, -0.647, -1.530)  -0.36
H (-0.556, 4.047, 0.509)  0.11
O (2.689, -2.159, -0.931)  -0.09
C (3.898, -2.492, -1.588)  -0.05
C (-1.497, -0.574, 1.646)  -0.21
C (-1.678, 3.291, -2.591)  -0.11
H (-6.069, -1.940, -1.354)  0.10
H (-4.635, -3.201, 0.592)  0.13
H (0.403, 3.705, -2.001)  0.15
H (4.494, -3.197, -1.006)  0.08
H (-3.803, 3.254, -2.055)  0.10
C (-4.084, -1.041, -1.805)  0.02
C (1.664, 0.643, 1.151)  -0.02
H (-1.068, -2.600, 4.288)  0.10
C (2.591, 0.597, 2.170)  -0.06
C (-2.919, 3.869, -1.892)  -0.18
C (-2.549, 3.956, -0.411)  -0.19
H (3.598, -2.952, -2.529)  0.09
C (-4.333, -2.490, -0.152)  -0.09
H (4.299, -0.384, 2.974)  0.10
H (2.546, 1.310, 2.978)  0.11
H (-0.881, 5.294, -0.705)  0.12
N (-0.586, -0.690, -0.606)  0.08
H (-0.996, 1.607, -0.511)  0.12
C (-5.026, -1.848, -1.135)  -0.04
C (2.729, -1.246, 0.089)  -0.16
H (1.089, -0.833, -1.854)  0.17
H (6.184, -1.444, 2.122)  0.10
H (-3.114, 4.726, 0.113)  0.11
O (1.577, 1.622, -2.311)  0.09
H (4.490, -1.597, -1.795)  0.11

***

No. 2
Molecular formula: C26H27N3O4
Method: DFT, ωB97M-V with the def2-TZVPD basis set

Summary:
**Calculated total energy**: -1472.22158 Ha
**Structure (SMILES)**: COc1ccc(Cc2nc3ccc(C(=O)N[C@@H](C)Cc4ncccc4C)cc3o2)cc1OC

Last column: Löwdin charge in e.
Positions of all 60 atoms, in Å:
C (0.777, -2.236, -1.002)  -0.32
C (0.239, 0.904, 0.462)  0.07
C (3.195, 2.628, 1.849)  -0.03
H (-1.868, -2.007, 2.042)  0.11
H (-0.432, 4.597, 3.407)  0.14
N (1.847, 1.516, 3.968)  0.11
C (2.530, 0.752, 3.135)  -0.15
H (-3.410, -3.944, -2.051)  0.10
H (-4.445, -5.057, -2.981)  0.09
C (2.370, 4.914, 2.433)  -0.03
H (0.797, 1.719, 0.030)  0.13
C (-1.292, -3.293, -5.393)  -0.20
H (1.424, 5.107, 1.926)  0.08
H (1.371, 4.528, 5.034)  0.11
C (-0.413, -1.447, 0.564)  -0.21
H (1.523, -4.106, -1.610)  0.13
C (0.853, -2.699, -4.466)  -0.04
C (-0.632, 2.515, 2.084)  -0.45
H (-1.035, -3.484, -8.081)  0.10
O (-2.959, -4.263, -4.052)  -0.06
H (0.843, 2.946, 5.641)  0.12
C (1.814, 2.831, 3.775)  -0.26
H (1.836, -2.278, -4.610)  0.11
H (2.359, -2.698, -2.322)  0.13
C (-0.611, 1.127, 1.539)  -0.13
C (-1.889, -2.939, -7.664)  -0.09
N (-0.086, -2.599, -0.115)  0.20
O (-0.436, 3.491, 1.384)  0.07
C (-1.284, -1.207, 1.618)  0.00
C (-1.694, -3.768, -4.122)  -0.19
H (-1.667, -1.866, -7.663)  0.10
C (-0.023, -2.765, -5.544)  -0.01
H (-1.089, -4.047, -2.081)  0.11
C (0.470, -3.172, -3.229)  -0.22
C (1.393, -3.109, -2.032)  -0.05
C (-0.467, 3.792, 4.147)  -0.35
C (0.939, 3.569, 4.750)  -0.08
O (1.085, -0.915, -1.001)  0.14
C (0.330, -0.390, -0.002)  -0.18
H (-1.567, 3.303, 5.938)  0.08
C (2.472, 3.449, 2.707)  -0.21
N (-0.865, 2.603, 3.420)  0.10
H (-1.190, 5.020, 5.762)  0.08
H (2.503, -0.309, 3.348)  0.11
O (-2.223, -3.401, -6.381)  -0.06
C (3.230, 1.260, 2.055)  -0.07
C (-1.488, 4.122, 5.227)  -0.05
H (3.177, 5.238, 1.781)  0.08
H (3.719, 3.065, 1.010)  0.12
H (-2.465, 4.291, 4.780)  0.08
H (-2.046, 0.300, 2.904)  0.11
H (0.304, -2.393, -6.501)  0.10
H (-2.826, -5.582, -2.455)  0.10
C (-1.363, 0.084, 2.096)  -0.03
H (3.778, 0.608, 1.393)  0.10
H (2.397, 5.501, 3.348)  0.08
H (-0.816, 1.748, 3.955)  0.13
H (-2.768, -3.123, -8.280)  0.09
C (-0.808, -3.703, -3.063)  0.03
C (-3.420, -4.733, -2.810)  -0.08

***

No. 3
Molecular formula: C26H27N3O6S
Method: DFT, ωB97M-V with the def2-TZVPD basis set

Summary:
**Calculated total energy**: -2020.86997 Ha
**Structure (SMILES)**: COc1ccc(S(=O)(=O)N(C)c2ccc(C(=O)Nc3ccccc3C(=O)N3CCOCC3)cc2)cc1

Last column: Löwdin charge in e.
Positions of all 63 atoms, in Å:
C (-0.015, 2.080, 3.494)  0.02
C (1.141, 2.962, 1.567)  0.01
H (-2.614, 1.185, -4.481)  0.13
H (0.703, 2.929, -2.891)  0.13
C (-0.450, -1.470, -0.438)  -0.41
H (-0.538, -3.503, -0.368)  0.15
H (-0.936, 1.974, 4.044)  0.12
C (-2.308, 1.810, -2.430)  -0.19
C (-1.351, 4.027, 0.727)  -0.06
H (-3.076, -0.027, -3.251)  0.12
H (1.151, 3.513, 0.642)  0.11
H (-3.249, 2.365, -2.419)  0.13
C (3.259, -1.506, 4.959)  -0.08
H (-4.270, -5.053, -2.735)  0.10
N (3.327, -0.811, 3.697)  -0.20
O (-1.292, 2.763, -2.662)  -0.14
H (3.240, 2.514, 1.490)  0.12
C (1.736, -0.703, 0.412)  0.01
C (2.319, 1.678, 3.210)  -0.30
H (3.564, 0.017, 1.250)  0.10
H (4.017, -1.068, 5.603)  0.08
H (1.205, -2.499, 3.773)  0.10
C (0.601, -1.487, 0.610)  -0.14
H (2.284, -1.400, 5.446)  0.09
H (-2.148, 1.323, -1.462)  0.10
H (-2.675, -4.588, -0.918)  0.11
O (-1.244, 3.282, 1.923)  -0.06
C (-1.779, -2.112, -3.050)  -0.07
C (-3.580, -3.436, -3.960)  -0.08
S (3.801, 0.832, 3.748)  0.71
C (-1.784, -2.913, -1.904)  -0.16
C (-0.680, -1.117, -3.272)  -0.44
C (-0.028, 2.135, -2.729)  -0.18
C (2.316, 2.400, 2.035)  -0.06
H (-0.174, 1.622, -4.825)  0.13
H (-0.726, 4.924, 0.760)  0.10
C (2.460, -1.141, 2.666)  -0.28
H (0.180, 1.614, -1.784)  0.11
H (-1.092, 3.430, -0.150)  0.08
N (-1.032, 0.129, -3.663)  -0.04
C (-3.579, -4.228, -2.824)  -0.08
C (-2.679, -2.393, -4.072)  -0.03
C (-2.685, -3.968, -1.803)  -0.01
H (0.967, 0.598, -3.898)  0.13
H (-4.271, -3.640, -4.764)  0.10
H (-2.397, 4.321, 0.661)  0.10
C (0.453, -2.165, 1.812)  -0.02
H (1.876, -0.222, -0.544)  0.13
O (4.846, 1.054, 2.795)  -0.28
C (2.669, -0.559, 1.411)  -0.02
O (0.484, -1.481, -3.219)  0.08
H (-2.650, -1.800, -4.974)  0.12
C (1.159, 1.523, 3.949)  -0.04
C (-2.340, 0.729, -3.521)  -0.11
C (-0.042, 2.795, 2.288)  -0.26
C (0.008, 1.117, -3.870)  -0.10
H (1.191, 0.974, 4.877)  0.12
O (-0.900, -0.421, -0.862)  0.08
O (4.083, 1.124, 5.121)  -0.28
H (3.478, -2.563, 4.805)  0.10
N (-0.887, -2.688, -0.849)  0.16
C (1.365, -1.990, 2.836)  -0.01
H (-0.412, -2.793, 1.979)  0.12

***

For reference, Kohn-Sham gap by record: 0.33380, 0.32197, 0.33548 hartree.